Version a
Density functional theory data (ωB97M-V with the def2-TZVPD basis set) for 2 unconnected molecules or ions with the total composition C4H6ClN.

XYZ file:
```
12
C4H6ClN (ωB97M-V with the def2-TZVPD basis set)
N 2.169 -1.991 0.252
H 0.432 -2.674 -0.913
H -1.028 0.841 -1.426
H 1.230 2.011 -0.315
C -1.491 0.343 0.399
H 1.279 0.253 0.212
C -0.682 0.944 -0.455
H -1.463 0.263 1.415
C 1.260 -2.299 -0.343
Cl -2.898 -0.488 -0.091
H 0.542 1.605 1.103
C 0.650 1.192 0.163
```

HOMO = -0.34362 Ha
net charge = 0
SMILES = C/C=C/Cl.C#N
Kohn-Sham gap = 10.21 eV

***

Version b
Density functional theory data (ωB97M-V with the def2-TZVPD basis set) for 2 unconnected molecules or ions with the total composition C4H6ClN.

XYZ file:
```
12
C4H6ClN (ωB97M-V with the def2-TZVPD basis set)
C 0.116 -1.212 0.467
C 0.373 0.199 0.220
H -2.937 0.931 -2.370
H -0.998 -1.358 0.236
H 1.260 2.184 0.205
H 0.467 -1.535 1.521
N -2.225 0.675 -1.582
Cl -0.928 2.982 -1.761
C 1.284 1.081 0.502
C -1.260 1.320 -1.300
H 0.599 -1.794 -0.231
H 2.219 0.984 1.097
```

HOMO (spin up / spin down) = -0.30641 / -0.30797 Ha
net charge = 0
Kohn-Sham gap (spin up / spin down) = 7.93 / 8.13 eV

***

Version c
Density functional theory data (ωB97M-V with the def2-TZVPD basis set) for a single C4H6ClN molecule.

XYZ file:
```
12
C4H6ClN (ωB97M-V with the def2-TZVPD basis set)
H -0.149 -0.482 2.945
C 0.906 0.800 0.076
H -0.193 -1.091 1.185
H 1.344 -0.693 -2.202
H 1.499 1.303 2.202
H -0.275 0.313 -2.394
Cl 1.526 2.298 -0.796
C 0.212 -0.324 1.947
C 0.275 -0.478 -1.765
C 0.950 0.672 1.535
N 0.388 -0.206 -0.402
H -0.288 -1.353 -1.721
```

HOMO = -0.34624 Ha
net charge = 0
SMILES = C=C/C(Cl)=N/C
Kohn-Sham gap = 9.95 eV

***

Stability check: which of them is most stable? version a.

***

Version a
Density functional theory data (ωB97M-V with the def2-TZVPD basis set) for a single C4H6ClN molecule.

XYZ file:
```
12
C4H6ClN (ωB97M-V with the def2-TZVPD basis set)
H 1.675 2.161 1.253
H 1.106 -1.567 0.733
C 0.749 -1.305 -0.245
Cl -1.170 2.324 0.548
H 0.431 -2.279 -0.600
C 0.210 1.247 0.303
C -1.575 -0.222 -0.518
H -1.950 -1.178 -0.849
H 1.689 -0.960 -0.580
H -2.255 0.594 -0.543
C -0.261 -0.153 -0.274
N 1.351 1.338 0.771
```

HOMO = -0.36188 Ha
net charge = 0
SMILES = [H]/N=C(\Cl)C(=C)C
Kohn-Sham gap = 10.55 eV

***

Version b
Density functional theory data (ωB97M-V with the def2-TZVPD basis set) for a single C4H6ClN molecule.

XYZ file:
```
12
C4H6ClN (ωB97M-V with the def2-TZVPD basis set)
Cl -2.509 0.468 0.381
C -0.572 -1.612 -0.228
H 1.684 2.215 0.372
C -0.832 -0.268 0.399
H -1.488 -2.228 -0.163
H 1.917 0.834 -0.622
H 0.103 -2.091 0.332
N 0.090 0.101 1.548
H 0.406 1.823 -0.923
C 0.297 0.650 0.459
H -0.288 -1.394 -1.296
C 1.190 1.502 -0.259
```

HOMO = -0.35020 Ha
net charge = 0
SMILES = CC1=N[C@@]1(C)Cl
Kohn-Sham gap = 10.36 eV

***

Stability check: which of them is most stable? version a.